Record 1
ORCA calculation (ωB97M-V/def2-TZVPD) on 5 unconnected molecules or ions with the total composition C16H21F9N2O6.

DFT total energy = -2081.5981 hartree
Kohn-Sham gap (spin up / spin down) = 6.477 / 1.766 eV
expectation value of S² = 0.758

ORCA input file:
```
! wB97M-V def2-TZVPD RIJCOSX def2/J DEFGRID3
* xyz 1 2
C -2.186 -2.856 -0.624
C -1.069 -2.094 -1.214
N -0.184 -1.568 -1.783
H -1.832 -3.464 0.209
H -2.598 -3.521 -1.383
H -2.933 -2.100 -0.379
C 2.461 -3.092 -0.630
C 3.405 -4.171 -0.307
N 4.149 -5.060 -0.072
H 2.047 -3.074 -1.638
H 3.078 -2.217 -0.425
H 1.532 -3.103 -0.059
C 0.696 1.702 0.154
C 1.081 1.041 1.505
O -0.061 0.688 2.306
C -0.487 -0.614 2.305
O 0.077 -1.556 1.761
C -1.818 -0.886 2.995
F -1.623 -1.958 3.796
F -2.177 0.153 3.722
F -2.788 -1.244 2.097
H 1.598 1.854 -0.439
H 0.134 2.620 0.326
H 0.081 1.017 -0.430
H 1.678 1.776 2.045
H 1.783 0.230 1.311
C -2.832 1.537 0.159
C -3.617 2.691 -0.430
O -4.876 3.021 0.180
C -4.935 3.370 1.506
O -4.006 3.547 2.315
C -6.356 3.602 1.944
F -6.409 4.864 2.433
F -7.203 3.489 0.983
F -6.615 2.771 2.954
H -2.367 1.820 1.103
H -2.104 1.201 -0.580
H -3.402 0.641 0.403
H -3.795 2.394 -1.463
H -3.098 3.650 -0.431
C 2.566 -0.290 -3.663
C 3.035 -0.006 -2.277
O 4.293 -0.629 -1.978
C 4.749 -0.532 -0.726
O 4.156 0.003 0.234
C 6.177 -1.102 -0.541
F 6.619 -1.672 -1.634
F 7.071 -0.160 -0.150
F 6.152 -2.062 0.391
H 2.629 -1.354 -3.892
H 3.183 0.197 -4.418
H 1.516 -0.044 -3.815
H 2.331 -0.523 -1.624
H 3.094 1.073 -2.132
*
```

---

Record 2
ORCA calculation (ωB97M-V/def2-TZVPD) on 2 unconnected molecules or ions with the total composition C11H18.

DFT total energy = -429.9296 hartree
relative energy (zero: lowest compared OMol25 entry of this formula, charge and spin) = 0.301 eV
Kohn-Sham gap = 10.001 eV

ORCA input file:
```
! wB97M-V def2-TZVPD RIJCOSX def2/J DEFGRID3
* xyz 0 1
C 0.520 -1.870 -2.395
C -0.454 -1.681 -1.268
C -0.082 -1.893 0.059
C -1.011 -1.650 1.052
C -2.335 -1.336 0.773
C -2.693 -1.084 -0.546
C -1.760 -1.282 -1.546
H 1.553 -1.886 -2.054
H 0.426 -1.035 -3.094
H 0.365 -2.788 -2.960
H 0.924 -2.242 0.266
H -0.748 -1.631 2.103
H -2.997 -1.178 1.616
H -3.665 -0.710 -0.850
H -2.001 -1.115 -2.595
C 1.681 2.576 -0.095
C 0.926 1.380 0.495
C 1.760 0.685 1.583
C -0.390 1.873 1.093
H 2.036 3.214 0.717
H 1.009 3.168 -0.723
H 2.512 2.300 -0.749
H 0.718 0.667 -0.299
H 1.744 -0.397 1.447
H 2.800 1.022 1.599
H 1.366 0.890 2.578
H -1.142 2.118 0.345
H -0.869 1.133 1.737
H -0.192 2.754 1.710
*
```

---

Record 3
ORCA calculation (ωB97M-V/def2-TZVPD) on a molecular structure, C3H2LiO3Sr.

DFT total energy = -379.2267 hartree
relative energy (zero: lowest compared OMol25 entry of this formula, charge and spin) = 0.000 eV
Kohn-Sham gap = 7.661 eV

ORCA input file:
```
! wB97M-V def2-TZVPD RIJCOSX def2/J DEFGRID3
* xyz 1 1
H 2.293 -3.031 0.400
O -0.105 1.629 -0.139
C 0.499 0.398 -0.288
C -1.403 1.716 -0.021
O 1.735 0.461 -0.092
O -0.207 -0.599 -0.434
C -2.596 1.664 0.141
Sr 3.321 -1.354 0.031
H -3.646 1.490 0.283
Li 0.109 -2.375 0.118
*
```

---

Record 4
ORCA calculation (ωB97M-V/def2-TZVPD) on 18 unconnected molecules or ions with the total composition C24H79I2N2O17.

DFT total energy = -2945.1261 hartree
Kohn-Sham gap = 7.396 eV

ORCA input file:
```
! wB97M-V def2-TZVPD RIJCOSX def2/J DEFGRID3
* xyz 1 1
C 5.239 0.966 0.608
C 5.152 -0.640 1.056
C 5.756 -1.653 -0.082
C 4.631 -2.397 -1.018
C 4.018 -1.413 -2.191
C 2.763 -2.117 -3.027
C 1.867 -1.050 -3.892
C 0.249 -1.125 -3.616
C -0.469 -2.498 -4.207
C -0.665 -3.661 -3.020
C -2.119 -3.455 -2.246
C -1.974 -3.814 -0.644
C -3.052 -2.878 0.161
C -2.400 -1.864 1.273
C -2.318 -0.291 0.820
C -1.090 0.246 -0.119
C 0.381 -0.397 0.212
C 1.620 0.660 0.590
N 0.727 -1.725 0.174
C -2.296 0.466 2.312
N -3.471 0.988 2.795
C -4.560 0.774 1.765
I -6.102 -0.584 2.533
C -3.788 0.330 0.350
C -3.782 1.499 -0.823
I -5.932 1.785 -1.352
C -3.281 2.979 -0.272
C -2.130 3.546 -1.306
H 6.378 1.247 0.477
H 4.773 1.660 1.437
H 4.627 1.119 -0.406
H 5.856 -0.728 2.012
H 4.070 -0.943 1.417
H 6.553 -1.054 -0.721
H 6.373 -2.501 0.482
H 5.165 -3.304 -1.550
H 3.791 -2.882 -0.325
H 3.719 -0.369 -1.754
H 4.895 -1.245 -2.968
H 3.257 -2.884 -3.789
H 2.161 -2.735 -2.232
H 2.266 0.036 -3.617
H 2.139 -1.187 -5.045
H -0.239 -0.169 -4.117
H -0.001 -1.114 -2.457
H 0.190 -2.890 -5.095
H -1.549 -2.194 -4.608
H -0.581 -4.726 -3.550
H 0.156 -3.589 -2.178
H -2.903 -4.231 -2.701
H -2.521 -2.358 -2.437
H -0.878 -3.780 -0.235
H -2.330 -4.944 -0.533
H -3.741 -2.358 -0.628
H -3.756 -3.626 0.769
H -1.363 -2.271 1.690
H -3.133 -1.897 2.216
H -0.995 1.416 0.096
H -1.322 0.174 -1.282
H 2.601 0.139 0.181
H 1.661 0.931 1.727
H 1.444 1.597 -0.120
H 1.735 -1.848 0.426
H -1.232 0.449 2.815
H -3.616 1.460 3.718
H -5.038 1.844 1.650
H -4.590 -0.423 -0.091
H -3.272 1.168 -1.824
H -2.750 2.855 0.790
H -4.174 3.745 -0.145
H -1.334 2.716 -1.626
H -2.618 3.954 -2.289
H -1.555 4.398 -0.739
O -4.671 4.168 3.667
H -5.559 3.935 3.975
H -4.176 3.338 3.730
O 5.915 0.698 -3.685
H 5.343 1.284 -3.167
H 6.737 0.661 -3.174
O -7.038 4.625 -3.240
H -6.599 3.912 -2.752
H -7.969 4.358 -3.259
O 8.406 1.148 0.384
H 8.570 2.102 0.336
H 8.918 0.861 1.155
O -0.452 -3.904 2.835
H 0.150 -4.471 3.341
H 0.094 -3.576 2.105
O 7.256 -4.677 0.943
H 7.943 -5.215 0.520
H 7.094 -5.127 1.786
O -7.893 2.965 2.089
H -7.154 2.811 1.482
H -8.560 2.318 1.814
O -6.564 3.474 5.707
H -6.268 3.296 6.612
H -7.148 4.242 5.799
O -10.155 2.027 0.487
H -10.829 1.745 -0.149
H -9.797 2.842 0.104
O 2.248 -5.402 -0.996
H 3.215 -5.340 -0.981
H 1.952 -4.515 -0.741
O -5.223 6.510 -1.571
H -5.897 6.227 -2.208
H -4.865 7.324 -1.955
O 8.147 -6.206 -1.524
H 8.887 -6.360 -2.131
H 7.480 -6.853 -1.799
O -8.535 3.985 7.611
H -8.034 3.172 7.772
H -9.316 3.685 7.122
O -5.953 6.610 7.329
H -5.213 6.456 6.722
H -6.620 5.964 7.055
O 7.247 3.324 -1.042
H 7.987 3.169 -1.649
H 6.580 2.677 -1.317
O 5.246 -3.888 -4.813
H 5.410 -2.934 -4.861
H 5.758 -4.175 -4.043
O 10.646 1.574 2.726
H 10.810 2.528 2.679
H 11.158 1.287 3.497
*
```

---

Record 5
ORCA calculation (ωB97M-V/def2-TZVPD) on a molecular structure, C3H16B2ORb4.

DFT total energy = -344.5619 hartree
relative energy (zero: lowest compared OMol25 entry of this formula, charge and spin) = 2.180 eV
Kohn-Sham gap = 7.136 eV

ORCA input file:
```
! wB97M-V def2-TZVPD RIJCOSX def2/J DEFGRID3
* xyz 2 1
Rb -20.827 24.239 19.723
Rb -18.438 20.772 18.554
Rb -16.686 24.548 21.178
Rb -16.876 21.073 23.399
B -18.792 26.475 19.525
H -19.604 26.529 20.233
H -19.031 27.066 18.655
H -17.896 26.899 19.951
H -18.656 25.497 19.088
B -18.648 22.301 21.024
H -18.500 22.947 20.173
H -17.857 21.567 21.058
H -18.604 22.852 21.951
H -19.654 21.918 20.949
C -23.620 20.987 23.106
C -22.542 21.960 22.959
C -21.180 21.560 23.661
O -22.220 22.251 21.632
H -23.287 19.966 22.923
H -24.449 21.209 22.434
H -24.049 20.973 24.108
H -22.825 22.924 23.382
H -20.744 20.652 23.245
H -21.272 21.376 24.732
H -20.486 22.387 23.510
H -21.824 21.483 21.214
*
```

---

Record 6
ORCA calculation (ωB97M-V/def2-TZVPD) on a molecular structure, C7H14NP.

DFT total energy = -671.1039 hartree
relative energy (zero: lowest compared OMol25 entry of this formula, charge and spin) = 0.809 eV
Kohn-Sham gap = 8.762 eV

ORCA input file:
```
! wB97M-V def2-TZVPD RIJCOSX def2/J DEFGRID3
* xyz 0 1
C 0.138 0.641 3.048
C 0.467 1.377 1.967
C -1.178 1.366 0.095
C 1.447 -2.378 -0.734
C -0.155 -0.026 -2.711
C -0.670 2.138 1.260
C 0.316 -1.492 -0.341
N -2.379 1.316 -0.319
P 0.543 0.209 -1.018
H 0.960 0.177 3.550
H -0.836 0.635 3.373
H 1.526 1.310 1.632
H 1.319 -3.196 -0.083
H 1.625 -2.631 -1.776
H 2.349 -1.884 -0.426
H 0.260 0.736 -3.360
H -1.169 -0.443 -2.835
H 0.454 -0.838 -3.029
H -1.574 2.458 1.878
H -0.374 3.059 0.744
H 0.221 -1.443 0.708
H -0.641 -1.916 -0.519
H -2.649 0.827 -1.105
*
```

---

Record 7
ORCA calculation (ωB97M-V/def2-TZVPD) on 2 unconnected molecules or ions with the total composition C5H11N2S.

DFT total energy = -704.3818 hartree
relative energy (zero: lowest compared OMol25 entry of this formula, charge and spin) = 5.682 eV
Kohn-Sham gap (spin up / spin down) = 6.021 / 6.022 eV

ORCA input file:
```
! wB97M-V def2-TZVPD RIJCOSX def2/J DEFGRID3
* xyz 1 1
C 1.605 1.871 2.455
C 0.031 -0.597 -2.582
C -0.458 -1.812 -1.893
C -1.279 -0.537 -1.884
C 0.850 -0.382 2.157
N -2.330 1.256 -0.149
N 0.782 1.061 1.973
S -0.996 0.778 -0.666
H 1.286 2.874 2.390
H 2.578 1.539 2.878
H 0.824 0.006 -2.056
H 0.073 -0.606 -3.619
H -0.770 -2.585 -2.538
H -0.093 -2.260 -0.980
H -2.232 -0.451 -2.549
H 1.748 -0.686 2.871
H 1.029 -0.868 1.283
H -0.145 -0.704 2.558
H -2.502 2.103 0.352
*
```

---

Record 8
ORCA calculation (ωB97M-V/def2-TZVPD) on a molecular structure, C25H17F4HfN3O6S.

DFT total energy = -2424.5126 hartree
relative energy (zero: lowest compared OMol25 entry of this formula, charge and spin) = 0.218 eV
Kohn-Sham gap = 8.236 eV

ORCA input file:
```
! wB97M-V def2-TZVPD RIJCOSX def2/J DEFGRID3
* xyz 0 1
Hf 0.039 -0.225 -1.886
C 2.572 0.977 5.690
C 1.502 -0.079 5.454
C 0.377 0.049 6.468
C -0.661 -1.036 6.256
C -1.173 -0.987 4.846
C -2.435 -1.437 4.527
C -2.893 -1.384 3.215
F -4.127 -1.845 2.966
C -2.134 -0.880 2.198
C -0.853 -0.406 2.505
C -0.036 0.112 1.397
O -0.555 0.135 0.272
C 1.282 0.527 1.753
C 1.674 0.439 3.072
N 0.929 0.000 4.078
C -0.372 -0.463 3.816
C 2.315 1.117 0.877
O 3.401 1.451 1.243
O 1.835 1.344 -0.414
H 2.812 0.986 6.753
H 2.211 1.969 5.415
H 3.500 0.780 5.157
H 1.946 -1.075 5.548
H -0.080 1.039 6.372
H 0.810 -0.016 7.467
H -1.491 -0.927 6.954
H -0.212 -2.015 6.451
H -3.086 -1.839 5.293
H -2.493 -0.843 1.177
H 2.672 0.766 3.317
O -3.953 -1.006 -2.719
C -2.760 -0.836 -2.793
O -1.897 -1.009 -1.833
C -2.136 -0.375 -4.098
C -2.918 -0.390 -5.269
C -2.337 0.000 -6.435
C -0.994 0.441 -6.437
C -0.351 0.884 -7.618
C 0.934 1.337 -7.573
C 1.627 1.371 -6.343
C 1.040 0.942 -5.187
C -0.286 0.453 -5.217
N -0.884 0.014 -4.064
H -3.943 -0.717 -5.188
H -2.889 -0.009 -7.367
H -0.904 0.861 -8.548
H 1.425 1.676 -8.475
H 2.642 1.744 -6.313
H 1.584 0.971 -4.255
O 0.851 -1.924 -0.563
S 0.803 -2.976 -1.675
N 0.308 -2.420 -2.941
F -0.538 1.658 -1.964
C 2.544 1.814 -1.493
F 1.959 -0.284 -2.567
F 3.798 1.549 -1.301
*
```

---

Record 9
ORCA calculation (ωB97M-V/def2-TZVPD) on a molecular structure, C13H21O7Tl.

DFT total energy = -1206.1696 hartree
relative energy (zero: lowest compared OMol25 entry of this formula, charge and spin) = 3.209 eV
Kohn-Sham gap = 8.100 eV

ORCA input file:
```
! wB97M-V def2-TZVPD RIJCOSX def2/J DEFGRID3
* xyz 2 1
Tl 0.609 -0.126 -0.496
C 0.677 -3.056 0.875
O 0.671 -2.156 -0.256
H 1.714 -3.278 1.130
H 0.202 -2.748 1.806
H 0.190 -3.995 0.614
O 1.476 1.071 -1.409
C 1.473 2.139 -1.985
O 1.322 2.274 -3.336
C 1.335 3.600 -3.720
C 1.548 4.436 -2.415
C 1.418 3.433 -1.315
H 0.332 3.818 -4.086
H 2.099 3.815 -4.468
H 0.853 5.271 -2.329
H 2.500 4.965 -2.444
H 0.445 3.572 -0.844
H 2.052 3.375 -0.430
O -0.589 -0.655 1.149
C 0.025 -0.244 2.108
O 1.332 -0.301 2.185
C 1.905 0.632 2.950
C 0.755 1.618 3.116
C -0.464 0.667 3.195
H 2.732 1.132 2.447
H 2.328 0.290 3.895
H 0.719 2.243 2.223
H 0.845 2.329 3.937
H -1.391 1.237 3.124
H -0.501 0.078 4.112
O -1.188 -0.618 -0.586
C -1.703 -1.752 -0.676
O -1.824 -2.345 -1.990
C -2.467 -3.641 -1.952
C -3.157 -3.463 -0.496
C -2.123 -2.752 0.354
H -1.701 -4.393 -2.145
H -3.192 -3.612 -2.766
H -3.431 -4.465 -0.166
H -4.018 -2.814 -0.653
H -1.240 -3.361 0.546
H -2.565 -2.220 1.197
*
```

---

Record 10
ORCA calculation (ωB97M-V/def2-TZVPD) on C5H12O in the gas phase.

DFT total energy = -272.9068 hartree
relative energy (zero: lowest compared OMol25 entry of this formula, charge and spin) = 1.140 eV
Kohn-Sham gap = 11.038 eV

ORCA input file:
```
! wB97M-V def2-TZVPD RIJCOSX def2/J DEFGRID3
* xyz 0 1
C 0.540 -1.676 -0.106
C 0.153 -0.229 -0.436
C 0.604 0.170 -1.856
C 0.519 0.754 0.708
C -0.835 0.921 1.590
O -1.962 1.500 0.947
H 0.412 -1.869 0.965
H 1.559 -1.996 -0.372
H -0.149 -2.310 -0.662
H -1.085 -0.271 -0.477
H 1.598 -0.180 -2.178
H 0.586 1.255 -2.005
H -0.116 -0.282 -2.539
H 1.271 0.347 1.406
H 0.967 1.696 0.329
H -0.619 1.465 2.521
H -1.134 -0.102 1.854
H -2.309 0.806 0.310
*
```

---

Record 11
ORCA calculation (ωB97M-V/def2-TZVPD) on 2 unconnected molecules or ions with the total composition C5H14N3.

DFT total energy = -362.7114 hartree
relative energy (zero: lowest compared OMol25 entry of this formula, charge and spin) = 7.286 eV
Kohn-Sham gap = 4.267 eV

ORCA input file:
```
! wB97M-V def2-TZVPD RIJCOSX def2/J DEFGRID3
* xyz 1 1
C 1.511 0.248 2.885
N 1.795 0.944 1.665
C 0.791 0.722 0.621
N 1.321 1.221 -0.639
H 2.227 0.569 3.660
H 0.484 0.449 3.341
H 1.589 -0.869 2.690
H 1.970 1.927 1.617
H -0.186 1.118 0.859
H 0.552 -0.335 0.543
H 1.430 0.432 -1.294
H 0.641 1.855 -1.105
C -1.446 -0.155 -1.550
C -2.100 -0.443 -0.362
C -1.205 -1.252 -2.530
N 0.059 -1.086 -1.716
H -1.278 0.850 -1.982
H -2.981 0.113 0.045
H -1.948 -1.466 0.072
H -1.920 -2.118 -2.342
H -1.149 -1.048 -3.602
H -0.157 -1.674 -0.876
*
```

---

Record 12
ORCA calculation (ωB97M-V/def2-TZVPD) on a molecular structure, C26H27BF5FeN8OTe.

DFT total energy = -3576.1626 hartree
Kohn-Sham gap (spin up / spin down) = 4.341 / 5.112 eV
expectation value of S² = 8.894

ORCA input file:
```
! wB97M-V def2-TZVPD RIJCOSX def2/J DEFGRID3
* xyz 0 6
Fe 1.595 -0.758 -0.529
C -2.133 -2.269 0.316
C -1.694 -0.956 0.851
C -2.491 -0.019 1.531
C -1.619 0.957 1.942
N -0.383 0.629 1.521
N -0.435 -0.537 0.852
B 0.983 1.175 1.966
N 1.779 1.779 0.779
C 2.091 3.063 0.555
C 2.853 3.137 -0.593
C 2.974 1.822 -1.047
C 3.687 1.317 -2.240
N 2.319 1.024 -0.196
N 1.775 -0.056 2.455
C 2.021 -0.522 3.688
C 2.695 -1.720 3.585
C 2.814 -1.951 2.209
C 3.428 -3.082 1.472
N 2.248 -0.942 1.554
N 0.772 2.289 2.973
C 1.361 2.637 4.140
C 0.783 3.801 4.586
C -0.161 4.135 3.598
C -1.080 5.304 3.527
N -0.136 3.224 2.644
H -3.126 -2.193 -0.121
H -2.182 -2.994 1.126
H -1.438 -2.642 -0.425
H -3.547 -0.060 1.702
H -1.787 1.863 2.483
H 1.746 3.853 1.193
H 3.262 4.016 -1.046
H 4.159 2.137 -2.770
H 2.982 0.819 -2.908
H 4.431 0.574 -1.964
H 1.693 -0.001 4.562
H 3.055 -2.326 4.389
H 4.290 -3.475 2.004
H 3.723 -2.752 0.478
H 2.699 -3.882 1.356
H 2.158 2.064 4.567
H 0.995 4.334 5.491
H -1.062 5.867 4.455
H -2.097 4.970 3.331
H -0.786 5.962 2.711
C -4.461 -3.728 -3.469
C -3.145 -4.212 -3.495
C -2.095 -3.363 -3.266
C -2.322 -1.996 -3.016
C -1.304 -1.059 -2.847
C -1.536 0.246 -2.552
C -2.855 0.699 -2.385
C -3.896 -0.160 -2.599
C -3.664 -1.509 -2.937
C -4.715 -2.411 -3.193
H -5.278 -4.402 -3.667
H -2.975 -5.258 -3.698
H -1.066 -3.708 -3.271
H -0.719 0.949 -2.478
H -3.019 1.732 -2.118
H -4.917 0.187 -2.541
H -5.730 -2.035 -3.176
F 2.537 -1.313 -4.400
Te 0.838 -1.524 -3.271
F 0.631 -2.300 -0.877
F 0.037 -2.436 -5.012
F 2.829 -1.917 -1.930
F 0.496 -0.033 -4.502
O 1.112 -0.064 -2.054
*
```

---

Quick rundown of strongest force on any atom, same order as above: 0.085, 0.015, 0.037, 0.101, 0.093, 0.086, 0.087, 0.019, 0.251, 0.060, 0.100, 0.137 Eh/bohr